(w)
2 unconnected molecules or ions with the total composition C3H7ClOSi, computed with ωB97M-V/def2-TZVPD.

XYZ file:
```
13
Properties=species:S:1:pos:R:3
C 1.0983 1.0477 0.3064
C -0.1707 1.4824 0.9363
C -0.1391 0.5600 -0.2113
O 2.3089 0.9738 0.2230
Si -0.5012 -1.3033 -0.0334
Cl 4.7036 -0.9469 -0.0406
H -0.4482 2.4892 0.8833
H -0.2753 1.0773 1.9564
H 3.9242 -0.0110 -0.1031
H -0.6455 0.8628 -1.0215
H 0.3824 -2.1852 -0.7818
H -1.9371 -1.5578 -0.0965
H 0.0680 -1.8618 1.2209
```

Computed properties:
Charge: 0
Gap between HOMO and LUMO (eV): 10.147
SMILES: O=C1C[C@@H]1[SiH3].Cl

Computed natural (NBO) charges, given in elementary charges: atom 1 (C): 0.645, atom 2 (C): -0.494, atom 3 (C): -0.734, atom 4 (O): -0.535, atom 5 (Si): 0.839, atom 6 (Cl): -0.287, atom 7 (H): 0.241, atom 8 (H): 0.229, atom 9 (H): 0.276, atom 10 (H): 0.262, atom 11 (H): -0.136, atom 12 (H): -0.148, atom 13 (H): -0.157


(x)
2 unconnected molecules or ions with the total composition C3H7ClOSi, computed with ωB97M-V/def2-TZVPD.

XYZ file:
```
13
Properties=species:S:1:pos:R:3
C 0.1232 -2.8365 -0.4591
C 0.6274 -1.6957 -0.8654
C -0.1790 0.1745 1.6847
O -0.7573 3.6991 -0.8295
Si 0.6251 -0.1615 0.1782
Cl 1.9091 1.0925 -0.6764
H 0.2432 -3.7463 -0.9367
H -0.4246 -2.7226 0.4218
H 1.4235 -1.8744 -1.6259
H -1.0773 -0.2230 1.9350
H -0.0746 1.1646 2.3319
H -1.5995 3.8106 -1.2336
H -0.8392 3.3186 0.0750
```

Computed properties:
Charge: 0
Gap between HOMO and LUMO (eV): 8.433
SMILES: C=C[Si](=C)Cl.O

Computed natural (NBO) charges, given in elementary charges: atom 1 (C): -0.284, atom 2 (C): -0.703, atom 3 (C): -1.230, atom 4 (O): -0.953, atom 5 (Si): 1.458, atom 6 (Cl): -0.337, atom 7 (H): 0.200, atom 8 (H): 0.187, atom 9 (H): 0.236, atom 10 (H): 0.217, atom 11 (H): 0.256, atom 12 (H): 0.472, atom 13 (H): 0.481


(x) takes first place; second place is 25.9 kcal/mol up.


(w)
2 unconnected molecules or ions with the total composition C2H9N2O, computed with ωB97M-V/def2-TZVPD.

XYZ file:
```
14
Properties=species:S:1:pos:R:3
C 0.9732 -0.5038 -1.9354
N -0.0677 0.5820 -1.9611
H 0.8997 -1.0077 -0.9719
H 0.9558 -1.1706 -2.7821
H 1.9156 0.0268 -2.0075
H -0.1364 1.0048 -0.9316
H -0.9180 0.0806 -2.2150
H 0.1972 1.3300 -2.5828
C -0.2669 0.3085 1.7187
N -0.4144 -0.9672 2.1099
O -0.3734 0.6788 0.5683
H -0.0287 0.9090 2.6099
H -0.2148 -1.1655 3.1015
H -0.4708 -1.8498 1.6323
```

Computed properties:
Charge: +1
Gap between HOMO and LUMO (eV): 11.812

Computed natural (NBO) charges, given in elementary charges: atom 1 (C): -0.423, atom 2 (N): -0.704, atom 3 (H): 0.230, atom 4 (H): 0.238, atom 5 (H): 0.227, atom 6 (H): 0.499, atom 7 (H): 0.436, atom 8 (H): 0.431, atom 9 (C): 0.577, atom 10 (N): -0.782, atom 11 (O): -0.707, atom 12 (H): 0.154, atom 13 (H): 0.408, atom 14 (H): 0.416


(x)
2 unconnected molecules or ions with the total composition C2H9N2O, computed with ωB97M-V/def2-TZVPD.

XYZ file:
```
14
Properties=species:S:1:pos:R:3
C 0.3235 -1.4221 2.0063
C -0.1908 0.8076 -2.5693
N -0.0736 2.0421 -2.9765
N -0.0573 -0.1485 1.4840
O -0.2537 0.4391 -1.4119
H 0.4227 -1.1507 3.0422
H -0.3345 -2.1549 1.7111
H 1.4389 -1.8283 1.7670
H -0.3706 0.2094 -3.4478
H 0.1936 2.9319 -2.4591
H -0.2337 2.2707 -4.0197
H 0.6363 0.4539 2.0477
H -0.0150 0.1071 0.4544
H -1.0020 0.0363 1.8184
```

Computed properties:
Charge: +1
Gap between HOMO and LUMO (eV): 10.720

Computed natural (NBO) charges, given in elementary charges: atom 1 (C): -0.422, atom 2 (C): 0.551, atom 3 (N): -0.784, atom 4 (N): -0.688, atom 5 (O): -0.715, atom 6 (H): 0.219, atom 7 (H): 0.234, atom 8 (H): 0.250, atom 9 (H): 0.132, atom 10 (H): 0.422, atom 11 (H): 0.418, atom 12 (H): 0.443, atom 13 (H): 0.499, atom 14 (H): 0.438


(w) takes first place; second place is 18.7 kcal/mol up.